The molecule C28H42N4O4S, computed with ωB97M-V with the def2-TZVPD basis set.

Each atom is followed by the atoms it is bonded to, with distances in Å.
Atoms and positions in Å:
1 C 2.03235 0.53854 -0.42590  C2 1.527, H38 1.087, H39 1.086, H40 1.087
2 C 2.09695 -0.10795 -1.80736  C1 1.527, C3 1.535, H41 1.091, H42 1.093
3 C 3.50225 -0.57264 -2.21280  C2 1.535, C4 1.534, N8 1.461, H43 1.110
4 C 4.44974 0.63091 -2.29645  C3 1.534, C5 1.523, H44 1.090, H45 1.092
5 C 5.82894 0.21006 -2.78685  C4 1.523, C6 1.523, H46 1.092, H47 1.093
6 C 6.36548 -0.86737 -1.85449  C5 1.523, C7 1.525, H48 1.091, H49 1.092
7 C 5.36388 -2.01509 -1.78293  C6 1.525, N8 1.451, H50 1.093, H51 1.106
8 N 4.08329 -1.54356 -1.28838  C3 1.461, C7 1.451, C9 1.450
9 C 3.22219 -2.62779 -0.85850  N8 1.450, C10 1.541, H52 1.096, H53 1.089
10 C 2.75634 -3.60756 -1.95256  C9 1.541, C11 1.532, H54 1.092, H55 1.091
11 C 1.61124 -4.50054 -1.46555  C10 1.532, N12 1.442, H56 1.094, H57 1.093
12 N 0.40714 -3.73930 -1.24153  C11 1.442, C13 1.341, H58 1.017
13 C -0.59462 -3.68631 -2.13173  N12 1.341, O14 1.222, C15 1.500
14 O -0.68131 -4.39796 -3.12083  C13 1.222
15 C -1.65136 -2.66783 -1.82041  C13 1.500, C16 1.361, C36 1.447
16 C -2.74357 -2.67354 -2.63243  C15 1.361, N17 1.346, H59 1.083
17 N -3.77898 -1.81835 -2.54788  C16 1.346, C18 1.445, C19 1.377
18 C -4.89333 -1.94904 -3.45821  N17 1.445, H60 1.092, H61 1.092, H62 1.087
19 C -3.75067 -0.81264 -1.60847  N17 1.377, C20 1.404, C35 1.410
20 C -4.78733 0.12776 -1.50031  C19 1.404, C21 1.377, H63 1.077
21 C -4.71982 1.13502 -0.56361  C20 1.377, C22 1.389, H64 1.079
22 C -3.62270 1.22763 0.28252  C21 1.389, S23 1.795, C34 1.371
23 S -3.48482 2.58514 1.44851  C22 1.795, O24 1.438, O25 1.433, N26 1.673
24 O -4.79571 3.14259 1.64342  S23 1.438
25 O -2.45563 3.46061 0.97189  S23 1.433
26 N -2.96499 1.74665 2.79912  S23 1.673, C27 1.444, C28 1.461
27 C -4.06847 1.05454 3.42261  N26 1.444, H65 1.095, H66 1.090, H67 1.089
28 C -2.00036 2.37605 3.69758  N26 1.461, C29 1.529, C33 1.529, H68 1.098
29 C -0.60921 2.36182 3.06410  C28 1.529, C30 1.526, H69 1.092, H70 1.089
30 C 0.41205 2.95144 4.03316  C29 1.526, C31 1.525, H71 1.091, H72 1.093
31 C 0.01872 4.37288 4.42271  C30 1.525, C32 1.525, H73 1.092, H74 1.091
32 C -1.36937 4.38606 5.05531  C31 1.525, C33 1.526, H75 1.093, H76 1.092
33 C -2.39596 3.80037 4.09012  C28 1.529, C32 1.526, H77 1.090, H78 1.093
34 C -2.60228 0.31627 0.20115  C22 1.371, C35 1.396, H79 1.078
35 C -2.64978 -0.72063 -0.73305  C19 1.410, C34 1.396, C36 1.471
36 C -1.53888 -1.68482 -0.76478  C15 1.447, C35 1.471, O37 1.231
37 O -0.61935 -1.62086 0.05120  C36 1.231
38 H 1.00641 0.54130 -0.06608  C1 1.087
39 H 2.64579 -0.01455 0.27947  C1 1.086
40 H 2.38515 1.56590 -0.45785  C1 1.087
41 H 1.40790 -0.95229 -1.84652  C2 1.091
42 H 1.75640 0.60870 -2.55922  C2 1.093
43 H 3.42594 -1.00811 -3.23130  C3 1.110
44 H 4.54639 1.06740 -1.30288  C4 1.090
45 H 4.02084 1.37933 -2.96553  C4 1.092
46 H 6.50230 1.06929 -2.80982  C5 1.092
47 H 5.75515 -0.18779 -3.80247  C5 1.093
48 H 6.49887 -0.45049 -0.85523  C6 1.091
49 H 7.32872 -1.24237 -2.20556  C6 1.092
50 H 5.73169 -2.78168 -1.09573  C7 1.093
51 H 5.27437 -2.46992 -2.78670  C7 1.106
52 H 3.77484 -3.18822 -0.09649  C9 1.096
53 H 2.35384 -2.18849 -0.36870  C9 1.089
54 H 2.40784 -3.05032 -2.82401  C10 1.092
55 H 3.58853 -4.23982 -2.26614  C10 1.091
56 H 1.89300 -5.00063 -0.53406  C11 1.094
57 H 1.37782 -5.25265 -2.22340  C11 1.093
58 H 0.39454 -3.05309 -0.49071  N12 1.017
59 H -2.78410 -3.42644 -3.40915  C16 1.083
60 H -4.99519 -1.05294 -4.07327  C18 1.092
61 H -5.82153 -2.11237 -2.90761  C18 1.092
62 H -4.72209 -2.80133 -4.11159  C18 1.087
63 H -5.64393 0.07634 -2.15152  C20 1.077
64 H -5.50764 1.86521 -0.46588  C21 1.079
65 H -4.71288 1.72624 3.99851  C27 1.095
66 H -3.68092 0.27060 4.07282  C27 1.090
67 H -4.66593 0.60003 2.63414  C27 1.089
68 H -1.97464 1.75293 4.60141  C28 1.098
69 H -0.33826 1.33493 2.81034  C29 1.092
70 H -0.63419 2.94797 2.14652  C29 1.089
71 H 1.39883 2.95118 3.56721  C30 1.091
72 H 0.46568 2.33053 4.93145  C30 1.093
73 H 0.75027 4.78459 5.12139  C31 1.092
74 H 0.01134 5.00012 3.52963  C31 1.091
75 H -1.35579 3.79606 5.97579  C32 1.093
76 H -1.65178 5.40748 5.31696  C32 1.092
77 H -2.44539 4.40710 3.18537  C33 1.090
78 H -3.38835 3.79526 4.54730  C33 1.093
79 H -1.75190 0.38442 0.86074  C34 1.078

Computed properties:
**Energy above the lowest of the compared OMol25 structures with the same formula, charge and spin**: 8.0 kcal per mole
**Total energy**: -54704.8447 eV
**E_LUMO**: -0.00605 hartree
**Orbital gap**: 8.0 eV

The molecule's natural (NBO) atomic charges, reported in e, are given here: -0.628, -0.399, -0.032, -0.404, -0.394, -0.401, -0.211, -0.462, -0.211, -0.433, -0.223, -0.620, 0.671, -0.661, -0.312, 0.146, -0.369, -0.404, 0.268, -0.267, -0.157, -0.345, 2.326, -0.946, -0.936, -0.687, -0.412, -0.033, -0.421, -0.394, -0.397, -0.394, -0.431, -0.112, -0.179, 0.521, -0.631, 0.222, 0.214, 0.202, 0.201, 0.206, 0.162, 0.205, 0.204, 0.206, 0.192, 0.202, 0.204, 0.198, 0.158, 0.194, 0.198, 0.206, 0.206, 0.191, 0.233, 0.435, 0.244, 0.211, 0.211, 0.226, 0.223, 0.248, 0.197, 0.208, 0.214, 0.203, 0.211, 0.233, 0.213, 0.189, 0.207, 0.199, 0.190, 0.212, 0.222, 0.209, 0.264



The ion C5H11N2O with charge +1, computed with ωB97M-V with the def2-TZVPD basis set.

Each atom is followed by the atoms it is bonded to, with distances in Å.
Atoms and positions in Å:
1 C -2.66450 -0.00109 -0.17525  N2 1.442, H9 1.091, H10 1.088, H11 1.087
2 N -1.52043 0.84502 0.05799  C1 1.442, C3 1.277, H12 1.021
3 C -0.28333 0.52853 0.08638  N2 1.277, C4 1.460, N7 1.684
4 C 0.91423 1.33007 0.32144  C3 1.460, C5 1.538, H13 1.089, H14 1.097
5 C 2.08017 0.49892 -0.23976  C4 1.538, C6 1.525, H15 1.090, H16 1.087
6 C 1.67939 -0.94824 0.02615  C5 1.525, N7 1.453, H17 1.091, H18 1.096
7 N 0.26847 -1.01101 -0.31632  C3 1.684, C6 1.453, O8 1.390
8 O -0.45847 -2.00047 0.33506  N7 1.390, H19 0.971
9 H -3.00672 0.11973 -1.20451  C1 1.091
10 H -3.46931 0.29856 0.49343  C1 1.088
11 H -2.41145 -1.04340 0.00153  C1 1.087
12 H -1.74719 1.82978 0.20329  N2 1.021
13 H 0.85863 2.33185 -0.10261  C4 1.089
14 H 1.03024 1.43272 1.40744  C4 1.097
15 H 2.17309 0.66947 -1.31216  C5 1.090
16 H 3.02529 0.74890 0.23534  C5 1.087
17 H 2.21667 -1.64686 -0.61686  C6 1.091
18 H 1.83923 -1.22898 1.07356  C6 1.096
19 H -0.52400 -2.75350 -0.27415  O8 0.971

Computed properties:
**Net charge**: +1
**Energy above the lowest of the compared OMol25 structures with the same formula, charge and spin**: 75.7 kcal per mole
**Total energy**: -10382.3221 eV
**E_LUMO**: -0.14712 hartree
**Orbital gap**: 9.9 eV

The molecule's natural (NBO) atomic charges, reported in e, are given here: -0.440, -0.458, 0.603, -0.525, -0.393, -0.259, -0.110, -0.559, 0.239, 0.241, 0.258, 0.435, 0.269, 0.278, 0.230, 0.254, 0.236, 0.206, 0.496



A cluster of 3 separate species, C2H3NO6 in total, computed with ωB97M-V with the def2-TZVPD basis set.

Each atom is followed by the atoms it is bonded to, with distances in Å.
Atoms and positions in Å:
1 C -0.04583 -1.10592 -0.87674  H5 1.063, H6 1.091, H7 1.103, O12 1.479
2 C -0.07088 -1.00600 4.83689  O3 1.178, O4 1.180
3 O -0.74049 -0.04428 4.95786  C2 1.178
4 O 0.59343 -1.97069 4.69392  C2 1.180
5 H 0.24581 -1.95957 -0.31504  C1 1.063
6 H -1.02581 -1.54420 -1.06923  C1 1.091
7 H -0.10280 -0.25600 -0.17527  C1 1.103
8 N -0.38082 3.50985 -2.08089  O10 1.227, O11 1.204
9 O 0.97596 -1.20568 -3.04459  O12 1.235
10 O -0.59361 2.30202 -2.03466  N8 1.227
11 O 0.16126 4.05795 -3.00591  N8 1.204
12 O 0.98378 -0.77749 -1.88634  C1 1.479, O9 1.235

Computed properties:
**⟨S²⟩**: 2.008
**Multiplicity**: 3
**Energy above the lowest of the compared OMol25 structures with the same formula, charge and spin**: 11.2 kcal per mole
**Total energy**: -15889.5570 eV
**E_LUMO (alpha / beta)**: -0.01154 / -0.09939 hartree
**Orbital gap (alpha / beta)**: 9.6 / 7.0 eV

The molecule's natural (NBO) atomic charges, reported in e, are given here: -0.326, 1.026, -0.512, -0.514, 0.194, 0.209, 0.207, 0.500, -0.171, -0.266, -0.235, -0.113



The molecule C5H6N2O, computed with ωB97M-V with the def2-TZVPD basis set.

Each atom is followed by the atoms it is bonded to, with distances in Å.
Atoms and positions in Å:
1 C -0.86571 2.00590 -0.94220  C2 1.395, H9 1.099, H10 1.058
2 C 0.20878 1.53095 -0.19072  C1 1.395, N3 1.429, H11 1.113
3 N 0.29153 0.19187 0.30064  C2 1.429, N4 1.309, C7 1.345
4 N 0.79760 -0.03462 1.48662  N3 1.309, C5 1.353
5 C 0.58234 -1.34994 1.71955  N4 1.353, C6 1.472, H12 1.115
6 C -0.09208 -1.99640 0.58212  C5 1.472, C7 1.462, H13 1.085
7 C -0.06698 -0.90525 -0.39039  N3 1.345, C6 1.462, O8 1.353
8 O -0.34615 -0.84936 -1.71349  C7 1.353, H14 0.916
9 H -0.65088 3.05514 -1.18880  C1 1.099
10 H -1.75579 1.44541 -1.05547  C1 1.058
11 H 0.92876 2.10488 0.43395  C2 1.113
12 H 0.98225 -1.94539 2.57350  C5 1.115
13 H -0.25588 -3.04869 0.37654  C6 1.085
14 H 0.24219 -0.20448 -1.99185  O8 0.916

Computed properties:
**Energy above the lowest of the compared OMol25 structures with the same formula, charge and spin**: 54.1 kcal per mole
**Total energy**: -10307.2596 eV
**E_LUMO**: 0.02257 hartree
**Orbital gap**: 9.4 eV

The molecule's natural (NBO) atomic charges, reported in e, are given here: -0.436, -0.027, -0.238, -0.292, -0.034, -0.400, 0.449, -0.643, 0.224, 0.230, 0.234, 0.216, 0.236, 0.481